<one>
16
Properties=species:S:1:pos:R:3:mulliken_charge:R:1 method="wB97M-V/def2-TZVPD" gap_ev=7.99 smiles="C/C=N/C.C#CC#N"
N -1.4750 0.6994 -2.1047 -0.3654
N -0.8084 0.0488 0.9063 -0.2648
C -0.4329 1.0095 -1.7036 -0.0331
C -0.4388 -2.3522 1.1431 -1.1227
C 2.0408 1.6973 -2.7299 0.4485
C 1.0544 1.2633 -2.1707 -0.4866
C -0.2239 1.2347 1.4443 -0.6399
C -0.4395 -1.0582 0.4166 0.0967
H 2.9328 2.0995 -3.1281 0.4269
H -0.1342 -2.2466 2.1800 0.2907
H 0.3265 1.7455 0.6441 0.1849
H 0.4735 1.0454 2.2598 0.2866
H -0.6615 -1.2120 -0.6408 0.2832
H 0.2379 -3.0160 0.6043 0.3508
H -1.4205 -2.8233 1.0610 0.2751
H -1.0312 1.8648 1.8182 0.2691

<two>
16
Properties=species:S:1:pos:R:3:mulliken_charge:R:1 method="wB97M-V/def2-TZVPD" gap_ev=8.74
N 0.5942 -1.1171 1.3453 -0.2727
N 0.4924 0.4587 1.3145 -0.3570
C 0.8166 -1.8569 -0.1119 -0.2378
C -0.8397 0.0588 -2.0485 -0.2809
C -0.4994 -1.8564 0.7933 -0.3462
C 0.0412 1.1586 0.2533 0.8999
C -0.5308 0.7803 -1.0110 -0.2788
C 0.2953 2.5475 0.5843 -1.2903
H 0.6221 2.8674 1.4550 0.4499
H 0.6213 -1.3696 -1.1742 0.0628
H 0.7523 3.0009 -0.3155 0.2813
H -0.5877 3.1024 0.4001 0.3613
H -0.9748 -2.7059 1.4967 0.2027
H 1.3195 -3.0683 -0.4087 0.2404
H -1.2913 -1.2531 0.3912 0.2391
H -0.8313 -0.7473 -2.9639 0.3264

<three>
16
Properties=species:S:1:pos:R:3:mulliken_charge:R:1 method="wB97M-V/def2-TZVPD" gap_ev=10.16 smiles="C#CC[C@H]1CN1N=C"
N 1.8765 0.8187 0.0291 -0.6803
N 1.1481 -0.2853 -0.4389 0.0580
C 1.3190 1.9620 -0.1325 -0.2010
C -1.1616 -1.0692 -0.2888 -0.6288
C -2.1939 -0.0227 -0.1393 -0.6108
C 1.4130 -1.5418 0.2232 -0.4028
C 0.1398 -0.6806 0.4708 -0.2788
C -2.9398 0.8599 0.2458 -0.0075
H 1.5916 2.9914 0.2664 0.2533
H -1.4816 -2.0824 0.0363 0.3374
H -3.8122 1.4744 0.2319 0.4014
H 0.1849 0.0175 1.2768 0.6875
H 0.2429 1.9740 -0.3978 0.2193
H -0.8835 -1.2028 -1.3443 0.2803
H 2.1914 -1.6631 1.0298 0.2908
H 1.3351 -2.2884 -0.5063 0.2821

<four>
16
Properties=species:S:1:pos:R:3:mulliken_charge:R:1 method="wB97M-V/def2-TZVPD" gap_ev=8.89 smiles=N1[C@@H]2[C@@H]3N[C@@H]4[C@H]1[C@@H]4[C@H]23
N 0.1014 1.2908 -0.8261 -0.5440
N -0.0768 -1.1039 -0.7870 -0.3318
C 1.2047 0.6839 -0.1564 -0.3417
C 0.7898 -0.0276 1.0802 -0.4333
C 1.1437 -0.8054 -0.1196 -0.2742
C -1.2267 -0.6177 -0.1605 -0.5674
C -0.8042 -0.0983 1.0960 -0.0727
C -1.0587 0.8261 -0.0076 -0.2381
H 1.9682 1.5655 0.1541 0.3581
H -1.2858 -0.0934 2.1834 0.3069
H -0.2853 -2.1194 -1.2636 0.3036
H -0.1978 0.8625 -1.6980 0.3235
H 1.4112 -0.2524 1.9306 0.5106
H -1.9620 1.4959 0.1758 0.3256
H 2.0939 -1.5118 -0.1871 0.3029
H -2.2051 -1.0217 -0.3967 0.3721

Short version: <four> is the most stable of them.

<one>
16
Properties=species:S:1:pos:R:3:mulliken_charge:R:1 method="wB97M-V/def2-TZVPD" gap_ev=9.85 smiles=CC#CC.C#N.C#N
N -0.9554 2.6469 -1.0607 -0.4934
N 1.4760 -1.0190 -1.7090 -0.3613
C -0.5718 1.2471 1.9153 -1.1780
C -0.2977 0.3152 0.8106 0.1984
C -0.2120 1.7738 -0.9099 0.2195
C 1.5152 -0.1560 -2.4647 0.0367
C -0.0964 -0.8405 0.4572 0.3286
C -0.2807 -2.2690 0.2705 -1.1464
H 0.6724 -2.7894 0.3693 0.2876
H -0.7654 0.7118 2.8460 0.3457
H 1.6234 0.4303 -3.3486 0.3421
H -0.9756 -2.6546 1.0211 0.3383
H -0.6818 -2.4729 -0.7260 0.2895
H 0.2743 1.9269 2.0453 0.2746
H 0.7289 1.3037 -1.1919 0.1800
H -1.4534 1.8456 1.6755 0.3382

<two>
16
Properties=species:S:1:pos:R:3:mulliken_charge:R:1 method="wB97M-V/def2-TZVPD" gap_ev=9.80 smiles=N#C[C@@H]1[C@H]2CCN[C@H]12
N -1.0116 1.3331 0.1825 -0.4716
N 3.0488 0.4972 -0.5654 -0.4687
C 1.0155 -0.6041 0.6441 0.0690
C -0.1045 -0.8309 -0.2991 -0.0812
C 2.1412 -0.0072 -0.0897 0.0554
C -1.5166 -1.0572 -0.2470 -0.9250
C -0.2396 0.2436 0.7747 -0.0668
C -2.1010 0.4708 -0.4294 -0.4038
H 1.2779 -1.4119 1.3843 0.3517
H -0.6200 -0.1919 1.6931 0.2125
H -3.1614 0.4883 -0.0068 0.2766
H -1.8789 -1.4148 -1.2010 0.3306
H -2.2166 0.5508 -1.5848 0.3053
H -1.3280 1.7991 0.9585 0.2857
H 0.2855 -0.2472 -1.2585 0.2000
H -1.7889 -1.6750 0.5731 0.3302

Short version: <one> is the most stable of them.

<one>
12
Properties=species:S:1:pos:R:3:mulliken_charge:R:1 method="wB97M-V/def2-TZVPD" gap_ev=10.60 smiles="C=CC.C#N"
N -4.4873 0.4789 0.5216 -0.3502
C 0.4043 0.2924 -0.1975 0.3098
C -3.5244 -0.0832 0.0886 0.1015
C -0.1846 -0.4546 -1.1525 -1.0698
C 1.0537 -0.3881 0.8602 -1.0210
H -0.2568 -1.5299 -1.0884 0.3233
H 0.3868 1.3786 -0.1113 0.3172
H -0.3283 -0.1334 -2.1757 0.2949
H 1.7030 -1.2043 0.5747 0.3124
H 0.3709 -0.8784 1.7079 0.2236
H -2.7801 -0.6660 -0.2737 0.2423
H 1.7027 0.2769 1.4668 0.3159

<two>
12
Properties=species:S:1:pos:R:3:mulliken_charge:R:1 method="wB97M-V/def2-TZVPD" gap_ev=8.88 smiles="C=C/C=C/N"
N 0.2374 -1.8751 1.6107 -0.5248
C -0.4706 0.9005 -0.8223 -0.0648
C 0.3219 -0.0429 -0.0138 -0.2374
C 0.1335 1.9319 -1.4095 -0.7815
C -0.2835 -1.0697 0.5901 -0.1414
H 1.1097 2.3211 -1.1511 0.2119
H 1.1972 -2.1084 1.3884 0.2589
H -0.2838 -2.7210 1.7851 0.2445
H -0.3176 2.5054 -2.2099 0.2583
H 1.2678 0.3652 0.3253 0.2744
H -1.5399 0.8567 -0.6463 0.2532
H -1.3720 -1.0638 0.5532 0.2488

<three>
12
Properties=species:S:1:pos:R:3:mulliken_charge:R:1 method="wB97M-V/def2-TZVPD" gap_ev=12.49 smiles=CC(C)C#N
N 0.9380 -0.6445 -2.5947 -0.4191
C -1.3796 -0.1008 0.0478 -1.1486
C 0.8722 0.5855 0.6960 -1.5236
C 0.6680 -0.6947 -1.4645 0.0830
C 0.1348 -0.4444 0.0309 0.6988
H -1.3034 0.9956 -0.2481 0.2817
H -1.8006 -0.2170 0.9892 0.3704
H -1.8788 -0.7726 -0.6460 0.3430
H 0.4400 -1.3928 0.6301 0.2030
H 0.7247 1.5463 0.2421 0.4023
H 1.9622 0.4128 0.5641 0.3522
H 0.6224 0.7266 1.7532 0.3569

<four>
12
Properties=species:S:1:pos:R:3:mulliken_charge:R:1 method="wB97M-V/def2-TZVPD" gap_ev=9.95 smiles="C=NC(=C)C"
N 0.8731 0.6006 -0.1292 -0.4298
C -0.9486 -0.8504 -0.9395 -1.1372
C 0.4516 1.7684 -0.3288 -0.2352
C 0.0626 -1.0858 1.3296 -0.9328
C -0.0498 -0.4256 0.1846 0.6916
H -0.4971 -1.9536 1.6191 0.3100
H -1.3013 -1.8762 -0.8804 0.3479
H -1.7950 -0.1734 -1.0934 0.2807
H -0.3803 -0.8322 -1.8705 0.3276
H 1.1536 2.5690 -0.5266 0.2675
H -0.6145 2.0000 -0.3086 0.2296
H 0.8400 -0.7364 1.9992 0.2802

Short version: <three> is the most stable of them.

<one>
17
Properties=species:S:1:pos:R:3:mulliken_charge:R:1 method="wB97M-V/def2-TZVPD" gap_ev=9.96 smiles="C=CO.CNC"
O 4.5228 1.3690 0.2026 -0.4727
N -1.9467 -0.7122 0.0728 -0.3719
C 3.4954 2.0555 0.8974 0.1409
C 2.1656 1.8079 0.9009 -0.6680
C -2.0579 -0.2995 -1.3394 -0.6926
C -2.0772 -2.2654 0.0835 -0.8177
H 4.1224 0.6753 -0.3104 0.3095
H -1.0302 -0.0438 -1.6748 0.2029
H -2.3597 -2.6688 1.1176 0.2860
H 1.6300 2.1185 1.8235 0.1629
H 3.7416 2.5603 1.8371 0.2408
H -2.7791 -0.2195 0.5682 0.2665
H -2.3835 -1.1254 -2.1217 0.2212
H -2.8867 -2.5962 -0.5388 0.3365
H 1.5149 1.4163 0.0844 0.2817
H -1.1576 -2.8230 -0.2468 0.2592
H -2.5140 0.7509 -1.3562 0.3148

<two>
17
Properties=species:S:1:pos:R:3:mulliken_charge:R:1 method="wB97M-V/def2-TZVPD" gap_ev=10.78 smiles="CC(N)=O.CC"
O 1.0604 -0.7229 1.2660 -0.5550
N -0.5850 -0.1149 2.6748 -0.4893
C -0.1866 -0.2767 -2.5803 -0.9238
C 0.0018 -1.4119 -1.6034 -0.6117
C 0.3785 0.1858 1.6483 0.6240
C 0.5241 1.6970 1.4048 -0.8929
H 0.7218 2.0689 0.4054 0.2789
H -0.8096 -1.0617 2.8445 0.2393
H 0.7881 0.0481 -3.0247 0.2558
H -0.8359 -0.5125 -3.4440 0.3242
H 1.3381 1.9440 2.1285 0.2413
H -0.4100 2.1750 1.7203 0.3338
H -0.7688 0.5319 -2.1806 0.2742
H -0.8566 -1.4305 -0.8840 0.1597
H 0.9370 -1.1772 -1.0426 0.1681
H -1.4012 0.4704 2.6721 0.2100
H 0.1038 -2.4127 -2.0050 0.3636

Short version: <two> is the most stable of them.

<one>
17
Properties=species:S:1:pos:R:3:mulliken_charge:R:1 method="wB97M-V/def2-TZVPD" gap_ev=10.68 smiles="C=NCCC.O"
O 0.2482 0.2639 2.9476 -0.6275
N -0.9221 -0.5603 0.2370 -0.2387
C -0.6063 0.0427 -1.0303 -0.7400
C -2.0594 -1.0472 0.4116 -0.3417
C 1.8630 -0.1173 -0.7163 -1.1888
C 0.6898 0.8382 -0.9724 -0.3046
H -0.6358 0.3687 2.5680 0.3067
H -0.5147 -0.7229 -1.8191 0.3428
H 0.6851 1.1241 2.8834 0.3018
H 2.8519 0.3216 -0.7820 0.3559
H 1.7513 -0.6742 0.2120 0.3283
H -2.8290 -0.9066 -0.3645 0.2393
H -1.4575 0.6056 -1.4285 0.4642
H -2.4246 -1.5300 1.3083 0.2944
H 0.8424 1.4087 -1.8796 0.2998
H 1.8725 -0.9002 -1.4822 0.3101
H 0.6452 1.4854 -0.0930 0.1981

<two>
17
Properties=species:S:1:pos:R:3:mulliken_charge:R:1 method="wB97M-V/def2-TZVPD" gap_ev="7.65 / 6.86" smiles=C[C@H]1CO1.CN
O 0.6995 -1.5434 0.1180 -0.5145
N 0.5693 1.1998 0.5983 -0.5856
C 0.0401 -0.2820 -0.8677 0.3996
C -0.6204 -1.6071 -0.3933 -0.4905
C 0.8235 0.4762 2.1102 -0.7011
C -0.8517 0.3135 -1.9349 -1.2602
H 1.3708 1.8239 0.5322 0.2739
H 0.0949 -0.3186 2.2521 0.2594
H -0.2742 1.7631 0.6397 0.2702
H -0.3818 1.1979 -2.3790 0.3753
H -0.7947 -2.7086 -0.5512 0.1506
H 1.0196 0.0676 -1.2166 0.3941
H 0.6447 1.2824 2.8218 0.3446
H -0.9628 -0.3398 -2.8035 0.3470
H -1.4134 -2.0188 0.3085 0.1484
H -1.7716 0.6635 -1.4605 0.3104
H 1.8079 0.0303 2.2260 0.2786

<three>
17
Properties=species:S:1:pos:R:3:mulliken_charge:R:1 method="wB97M-V/def2-TZVPD" gap_ev=10.01 smiles="C/C=C/CN.O"
O -1.3788 -2.2556 0.5231 -0.6626
N -1.6652 1.8712 -0.0250 -0.5153
C 0.5422 0.8760 -0.2328 -0.3559
C 1.5735 -1.5217 -0.3115 -0.7845
C 0.7620 -0.4394 0.1534 -0.2458
C -0.2173 1.9225 0.4303 -0.2955
H 0.8927 1.0603 -1.2463 0.3068
H 2.3730 -1.3606 -1.0842 0.3118
H -1.5190 -1.3099 0.2279 0.3628
H -0.9120 -2.4241 -0.3352 0.3133
H -1.6887 1.3100 -0.8058 0.1817
H 1.0510 -2.5089 -0.6285 0.1525
H -2.2139 2.6544 -0.1439 0.1977
H 0.0478 3.0109 0.1953 0.2704
H -0.1729 1.6360 1.4908 0.1895
H 2.1488 -1.8443 0.5715 0.2544
H 0.3768 -0.6766 1.2209 0.3187

Short version: <one> is the most stable of them.

<one>
17
Properties=species:S:1:pos:R:3:mulliken_charge:R:1 method="wB97M-V/def2-TZVPD" gap_ev=10.54 smiles=CC(C)(O)CN
O 0.7803 1.2157 0.0659 -0.5787
N 1.3902 -1.2380 -0.5628 -0.6589
C -1.5105 1.1458 -0.3180 -1.4347
C 0.0151 -0.9266 -0.8954 -0.6445
C -0.2862 0.2662 0.0971 1.1422
C -0.4037 -0.2514 1.5438 -1.2789
H -0.7036 -1.7296 -0.7066 0.3140
H -2.2868 0.4124 -0.4129 0.3884
H -0.1073 -0.5178 -1.8735 0.4585
H 1.5637 0.7073 -0.1211 0.3911
H -0.2470 0.6424 2.3156 0.2978
H -1.3505 1.6515 -1.2945 0.3422
H 0.3649 -1.0905 1.7180 0.2624
H 1.6806 -1.9389 -1.3298 0.2757
H 1.5429 -1.8133 0.2477 0.1561
H -1.8902 1.8719 0.5360 0.2856
H -1.4295 -0.6581 1.7686 0.2819

<two>
17
Properties=species:S:1:pos:R:3:mulliken_charge:R:1 method="wB97M-V/def2-TZVPD" gap_ev=10.19 smiles=C[C@H](N)CCO
O 0.6231 -2.5111 -0.8600 -0.5546
N -0.9070 1.5541 -0.8756 -0.6355
C 0.8851 -0.0750 -0.0717 -0.8196
C 0.0594 1.2281 0.1848 0.3649
C 0.0852 -1.4550 0.0187 -0.5872
C -0.6191 1.3291 1.6593 -1.1839
H -0.7416 0.2974 2.0728 0.2517
H -1.5704 1.8797 1.5356 0.3361
H -0.8864 -1.3678 -0.2315 0.4166
H -0.1300 1.9405 2.3449 0.3527
H 1.2350 0.0431 -1.1167 0.4072
H -1.8853 1.4457 -0.6504 0.2243
H 0.7417 2.0618 0.2020 0.2359
H 1.6709 -0.1789 0.6433 0.3047
H 0.3065 -1.9676 0.8833 0.3369
H -0.6867 0.9564 -1.6476 0.2457
H 0.8467 -2.0638 -1.7735 0.3040

Short version: <one> is the most stable of them.

<one>
17
Properties=species:S:1:pos:R:3:mulliken_charge:R:1 method="wB97M-V/def2-TZVPD" gap_ev=10.11 smiles=CCCNCO
O 0.4307 0.1304 -2.6304 -0.5335
N 0.1655 -0.8413 -0.4310 -0.3992
C -0.0990 -0.9337 -1.8212 -0.4446
C -0.4925 0.2635 0.3182 -0.3366
C -0.4342 0.7641 2.9309 -1.0079
C 0.3344 0.5151 1.5801 -0.5624
H -1.1739 -1.0099 -1.9603 0.3142
H 0.3883 -1.8277 -2.2329 0.3180
H -0.0492 0.0303 3.6292 0.2468
H -0.4007 1.7747 3.3402 0.2965
H 1.0858 -0.2245 1.8418 0.4065
H -0.4146 1.1605 -0.2939 0.2680
H 1.3215 0.3144 -2.3780 0.2950
H -1.4875 -0.0789 0.5908 0.3209
H 0.9262 1.4307 1.4721 0.2799
H -1.5151 0.6711 2.7774 0.2912
H 1.1365 -0.8658 -0.1825 0.2474

<two>
17
Properties=species:S:1:pos:R:3:mulliken_charge:R:1 method="wB97M-V/def2-TZVPD" gap_ev=9.78 smiles=C[C@H](O)[C@@H](C)N
O 1.2574 -1.3559 -0.0993 -0.5764
N -1.2720 -1.2432 0.9790 -0.6733
C 0.8404 -0.1066 0.4226 0.0155
C 1.4774 1.0979 -0.2325 -1.2499
C -1.3354 0.3243 -0.8713 -1.4411
C -0.7283 0.0096 0.5037 0.3111
H -0.7545 -0.0057 -1.7384 0.2889
H -1.4212 1.4044 -1.0289 0.2870
H 1.4985 1.9144 0.4875 0.3410
H 2.5089 0.9169 -0.5613 0.3626
H -0.7462 -2.0202 0.6098 0.2585
H 0.9759 1.3441 -1.1538 0.3216
H -2.3032 -0.1756 -0.9558 0.4528
H 1.1866 -1.4233 -1.0565 0.3379
H -0.8893 0.8111 1.2217 0.4271
H 1.0911 -0.1938 1.4894 0.3105
H -1.3859 -1.2984 1.9840 0.2263

Short version: <two> is the most stable of them.